1.
{"formula": "C33H40N6ReS4SbSe", "method": "the ωB97M-V functional and the def2-TZVPD basis", "multiplicity": 2, "charge": 1, "de_lowest_kcal_mol": 1.7, "symbols": ["Re", "C", "N", "C", "C", "C", "C", "C", "C", "N", "C", "C", "C", "C", "C", "C", "N", "C", "C", "C", "C", "C", "N", "H", "H", "H", "H", "H", "H", "H", "H", "H", "H", "H", "H", "H", "H", "H", "H", "H", "H", "S", "Sb", "S", "S", "S", "C", "C", "C", "C", "N", "C", "Se", "N", "C", "C", "C", "C", "C", "C", "C", "C", "C", "C", "H", "H", "H", "H", "H", "H", "H", "H", "H", "H", "H", "H", "H", "H", "H", "H", "H", "H", "H", "H", "H", "H"], "positions_angstrom": [[-1.7266, 0.2066, 0.2124], [-2.5371, -0.5150, 3.1991], [-2.0724, -1.2978, 2.0278], [-0.9623, -2.2017, 2.4038], [0.1366, -1.5635, 3.2180], [0.7495, -2.2848, 4.2361], [1.7847, -1.6948, 4.9413], [2.1573, -0.3965, 4.6293], [1.4822, 0.2476, 3.6059], [0.5003, -0.3244, 2.9135], [-3.1749, -2.1193, 1.4960], [-4.2537, -1.2341, 0.9550], [-5.5530, -1.6695, 0.8306], [-6.4921, -0.8347, 0.2366], [-6.1037, 0.4261, -0.1695], [-4.7855, 0.8059, 0.0045], [-3.8694, -0.0119, 0.5389], [-2.1627, 0.9458, 3.1529], [-2.2972, 1.7175, 4.2948], [-1.9668, 3.0602, 4.2528], [-1.4975, 3.5927, 3.0617], [-1.4050, 2.7678, 1.9608], [-1.7411, 1.4692, 1.9945], [-2.1387, -0.9472, 4.1189], [-3.6254, -0.5759, 3.2667], [-0.5428, -2.6039, 1.4787], [-1.3652, -3.0341, 2.9916], [0.4327, -3.2953, 4.4621], [2.2937, -2.2402, 5.7247], [2.9589, 0.0999, 5.1577], [1.7345, 1.2607, 3.3118], [-3.5858, -2.7811, 2.2680], [-2.7845, -2.7378, 0.6839], [-5.8191, -2.6598, 1.1749], [-7.5078, -1.1769, 0.0922], [-6.7873, 1.1080, -0.6513], [-4.4437, 1.7831, -0.3035], [-2.6602, 1.2594, 5.2056], [-2.0722, 3.6773, 5.1348], [-1.2192, 4.6329, 2.9763], [-1.0575, 3.1438, 1.0082], [-0.9843, 0.6348, -4.8070], [-2.5559, 0.6680, -3.1881], [-1.7253, 1.9962, -1.2549], [-2.1624, -1.1959, -1.6192], [-4.7715, 1.0679, -3.3854], [3.2296, 5.0261, -1.5745], [3.0339, 3.9362, -0.5218], [2.9844, 2.5311, -1.1203], [1.6647, 2.2600, -1.8376], [1.6234, 0.9146, -2.3949], [1.1985, -0.1881, -1.7637], [0.7022, -0.1678, 0.0872], [1.3781, -1.2472, -2.5548], [1.0793, -2.6376, -2.2373], [2.3515, -3.4643, -2.0558], [3.1229, -3.1077, -0.7838], [2.4244, -3.5730, 0.4922], [1.9344, -0.8200, -3.7527], [2.2773, -1.5001, -4.9149], [2.8063, -0.7479, -5.9429], [2.9999, 0.6361, -5.8218], [2.6524, 1.3131, -4.6715], [2.1019, 0.5561, -3.6455], [3.2305, 6.0142, -1.1156], [2.4361, 5.0121, -2.3235], [4.1833, 4.8937, -2.0877], [2.1106, 4.1218, 0.0371], [3.8562, 3.9816, 0.1941], [3.1035, 1.7813, -0.3337], [3.8109, 2.4004, -1.8254], [1.5093, 2.9549, -2.6614], [0.8265, 2.3594, -1.1480], [0.4585, -3.0321, -3.0423], [0.4860, -2.6425, -1.3258], [2.9989, -3.3303, -2.9239], [2.0611, -4.5173, -2.0296], [3.2728, -2.0236, -0.7417], [4.1124, -3.5644, -0.8349], [1.4638, -3.0685, 0.6199], [3.0322, -3.3502, 1.3698], [2.2470, -4.6497, 0.4677], [2.1217, -2.5638, -5.0260], [3.0712, -1.2365, -6.8704], [3.4198, 1.1845, -6.6535], [2.8020, 2.3798, -4.5742]], "forces_ev_per_a": [[0.5, 1.0, -1.3], [0.0, 0.2, 0.0], [0.0, 0.4, -0.5], [0.2, -0.1, 0.0], [0.1, 0.0, 0.2], [0.0, -0.1, -0.1], [0.0, 0.0, 0.0], [0.0, 0.0, 0.0], [0.0, 0.0, 0.0], [-0.1, 0.1, 0.0], [-0.1, -0.1, 0.0], [-0.2, 0.0, -0.1], [0.0, 0.0, 0.1], [0.0, 0.0, 0.0], [0.0, -0.1, 0.1], [0.0, 0.2, 0.0], [-0.2, -0.2, 0.0], [0.0, 0.0, 0.0], [0.0, 0.0, 0.0], [0.0, 0.0, 0.0], [0.0, 0.0, 0.0], [0.0, 0.0, 0.0], [0.0, 0.2, 0.1], [0.0, 0.0, 0.0], [0.0, 0.0, 0.0], [0.0, 0.0, 0.0], [-0.1, 0.0, -0.1], [0.0, 0.0, 0.0], [0.0, 0.0, 0.0], [0.0, 0.0, 0.0], [0.0, 0.0, 0.0], [0.0, 0.0, 0.0], [0.0, 0.0, 0.0], [0.0, 0.0, 0.0], [0.0, 0.0, 0.0], [0.0, 0.0, 0.0], [0.0, -0.1, -0.1], [0.0, 0.0, 0.0], [0.0, 0.0, 0.0], [0.0, 0.0, 0.0], [0.0, 0.0, 0.0], [-0.3, 0.1, 0.3], [-0.3, -0.3, -0.4], [-0.6, -1.1, 1.1], [0.2, 0.3, 0.1], [0.5, 0.0, 0.0], [-0.1, -0.1, 0.1], [0.0, 0.0, -0.2], [0.0, 0.0, 0.0], [0.2, 0.1, 0.1], [0.0, -0.1, 0.0], [-0.2, 0.3, 0.0], [0.3, -0.2, 0.4], [-0.1, -0.1, 0.0], [0.1, -0.2, 0.0], [0.0, 0.1, 0.1], [-0.1, -0.1, 0.0], [0.0, 0.0, -0.1], [0.1, 0.2, -0.1], [0.0, -0.1, 0.0], [0.0, 0.0, 0.0], [0.0, 0.0, 0.0], [0.0, 0.0, 0.0], [0.1, -0.1, 0.0], [0.0, 0.0, 0.0], [0.0, 0.0, 0.0], [0.0, 0.0, 0.0], [0.0, 0.0, 0.1], [0.0, 0.0, 0.0], [0.0, 0.0, 0.0], [0.0, 0.0, 0.0], [-0.1, 0.0, 0.0], [0.0, 0.0, -0.1], [0.0, 0.0, 0.0], [-0.1, 0.1, 0.0], [0.0, 0.0, 0.0], [0.0, 0.0, 0.0], [0.1, 0.0, 0.0], [0.0, 0.1, 0.0], [0.0, 0.0, 0.0], [0.0, 0.0, 0.0], [0.0, 0.0, 0.0], [0.0, 0.0, 0.0], [0.0, 0.0, 0.0], [0.0, 0.0, 0.0], [0.0, 0.0, 0.0]], "mulliken_charge": [0.396, -1.676, 0.917, -1.280, 0.725, -0.757, -0.558, -0.912, -0.523, 0.519, -1.713, 0.799, -1.003, -0.413, -0.857, -0.617, 0.730, 0.861, -1.126, -0.545, -0.900, -0.275, 0.680, 0.640, 0.695, 0.186, 0.589, 0.513, 0.463, 0.471, 0.475, 0.645, 0.518, 0.527, 0.447, 0.531, 0.639, 0.546, 0.459, 0.496, 0.358, -0.498, 0.677, -0.520, -0.398, -0.551, -1.222, -0.462, 0.113, -0.513, 0.976, -0.216, -0.444, 1.053, -0.710, -0.825, -0.132, -0.981, 0.722, -0.770, -0.885, -0.739, -0.847, 0.592, 0.397, 0.302, 0.309, 0.193, 0.389, 0.193, 0.348, 0.524, -0.926, 0.426, -0.081, 0.402, 0.505, 0.067, 0.378, -0.109, 0.380, 0.407, 0.492, 0.420, 0.431, 0.462]}

---

2.
{"formula": "C33H40O5P2Pt", "method": "the ωB97M-V functional and the def2-TZVPD basis", "charge": 2, "de_lowest_kcal_mol": 14.8, "symbols": ["Pt", "O", "P", "C", "P", "O", "C", "C", "C", "C", "C", "C", "C", "C", "C", "C", "C", "C", "C", "C", "C", "C", "C", "C", "C", "C", "C", "C", "C", "C", "H", "H", "H", "H", "H", "H", "H", "H", "H", "H", "H", "H", "H", "H", "H", "H", "H", "H", "H", "H", "H", "H", "C", "O", "C", "C", "O", "C", "H", "H", "H", "H", "H", "H", "H", "H", "H", "H", "C", "C", "C", "O", "C", "H", "H", "H", "H", "H", "H", "H", "H"], "positions_angstrom": [[0.0923, -0.0285, 0.1206], [-0.2179, -1.0583, 1.8209], [-0.3106, -2.5790, 2.0134], [1.0589, -3.4343, 1.1602], [2.2761, -2.2760, 0.4860], [1.5539, -1.2812, -0.4401], [3.1432, -1.4882, 1.8254], [3.1922, -2.0303, 3.1083], [4.0000, -1.4460, 4.0730], [4.7753, -0.3416, 3.7506], [4.7341, 0.1969, 2.4695], [3.9165, -0.3692, 1.5082], [3.4285, -3.1990, -0.4998], [3.8754, -4.4535, -0.0845], [4.8215, -5.1280, -0.8371], [5.3242, -4.5518, -1.9965], [4.8849, -3.3010, -2.4077], [3.9355, -2.6202, -1.6630], [-1.8138, -3.2544, 1.3340], [-2.0039, -4.6368, 1.2849], [-3.1869, -5.1521, 0.7855], [-4.1804, -4.2922, 0.3328], [-3.9914, -2.9190, 0.3725], [-2.8090, -2.3963, 0.8744], [-0.1704, -2.9032, 3.7573], [0.0313, -4.2034, 4.2241], [0.1236, -4.4386, 5.5850], [0.0155, -3.3800, 6.4794], [-0.1866, -2.0876, 6.0170], [-0.2833, -1.8438, 4.6552], [0.6492, -3.9646, 0.2970], [1.5404, -4.1602, 1.8169], [2.6105, -2.9048, 3.3727], [4.0331, -1.8620, 5.0710], [5.4209, 0.0990, 4.4990], [5.3470, 1.0530, 2.2210], [3.8817, 0.0538, 0.5114], [3.5045, -4.9084, 0.8265], [5.1676, -6.1022, -0.5203], [6.0605, -5.0834, -2.5841], [5.2799, -2.8580, -3.3117], [3.5770, -1.6532, -1.9906], [-1.2366, -5.3192, 1.6322], [-3.3356, -6.2224, 0.7471], [-5.1059, -4.6979, -0.0533], [-4.7671, -2.2558, 0.0141], [-2.6559, -1.3263, 0.9014], [0.1182, -5.0386, 3.5383], [0.2771, -5.4451, 5.9494], [0.0861, -3.5671, 7.5425], [-0.2711, -1.2683, 6.7181], [-0.4422, -0.8379, 4.2894], [1.4072, 1.8407, -1.8339], [0.2669, 0.9680, -1.6405], [-1.0226, 1.5227, -2.0004], [-1.6368, 2.1363, -0.7668], [-1.6416, 1.0996, 0.2380], [-2.3609, 1.4264, 1.4428], [1.4404, 2.1262, -2.8832], [2.2822, 1.2551, -1.5726], [1.3306, 2.7174, -1.1908], [-1.6130, 0.6860, -2.3688], [-0.8975, 2.2579, -2.7940], [-2.6585, 2.4719, -0.9499], [-1.0455, 2.9815, -0.4098], [-3.4050, 1.5999, 1.1867], [-1.9288, 2.3131, 1.9081], [-2.2673, 0.5739, 2.1083], [0.4948, 2.1833, 3.9692], [0.6252, 3.5489, 3.2895], [1.0076, 3.1840, 1.8475], [1.3526, 1.7864, 1.8353], [1.5230, 1.3790, 3.2030], [-0.5023, 1.7581, 3.8270], [0.7011, 2.2248, 5.0377], [1.4212, 4.1246, 3.7595], [-0.2843, 4.1456, 3.3381], [1.8539, 3.7707, 1.4837], [0.1723, 3.3211, 1.1582], [2.5352, 1.6296, 3.5341], [1.3929, 0.2998, 3.2430]], "forces_ev_per_a": [[-0.6, -0.7, -0.5], [-0.1, 0.0, 0.2], [0.0, 0.0, -0.1], [0.0, 0.0, 0.0], [-0.1, 0.0, 0.0], [0.4, 0.1, 0.2], [0.1, 0.0, 0.0], [0.0, 0.0, 0.0], [0.0, 0.0, 0.0], [0.0, 0.0, 0.0], [0.0, 0.0, 0.0], [0.0, 0.0, 0.0], [0.0, 0.0, -0.1], [0.0, 0.0, 0.0], [0.0, 0.0, 0.0], [0.0, 0.0, 0.0], [0.0, 0.0, 0.0], [0.0, 0.0, 0.0], [0.0, 0.0, 0.0], [0.0, 0.0, 0.0], [0.0, 0.0, 0.0], [0.0, 0.0, 0.0], [0.0, 0.0, 0.0], [0.0, 0.0, 0.0], [0.0, 0.0, 0.0], [0.0, 0.0, 0.0], [0.0, 0.0, 0.0], [0.0, 0.0, 0.0], [0.0, 0.0, 0.0], [0.0, 0.0, 0.0], [0.0, 0.0, 0.0], [0.0, 0.0, 0.0], [0.0, 0.0, 0.0], [0.0, 0.0, 0.0], [0.0, 0.0, 0.0], [0.0, 0.0, 0.0], [0.0, 0.0, 0.0], [0.0, 0.0, 0.0], [0.0, 0.0, 0.0], [0.0, 0.0, 0.0], [0.0, 0.0, 0.0], [0.0, 0.0, 0.0], [0.0, 0.0, 0.0], [0.0, 0.0, 0.0], [0.0, 0.0, 0.0], [0.0, 0.0, 0.0], [0.0, 0.0, 0.0], [0.0, 0.0, 0.0], [0.0, 0.0, 0.0], [0.0, 0.0, 0.0], [0.0, 0.0, 0.0], [0.0, 0.0, 0.0], [-0.1, 0.0, 0.0], [0.1, 0.1, -0.3], [0.0, 0.0, 0.1], [0.0, 0.0, -0.1], [-0.1, 0.1, 0.1], [0.1, 0.1, 0.1], [0.0, 0.0, 0.0], [0.0, 0.0, 0.0], [0.0, 0.0, 0.0], [0.0, 0.0, 0.0], [0.0, 0.0, 0.0], [0.0, -0.1, 0.0], [0.0, 0.0, 0.0], [0.0, 0.0, 0.0], [0.0, 0.0, 0.0], [0.0, 0.0, 0.0], [0.0, 0.0, 0.1], [0.0, 0.0, 0.0], [0.1, -0.1, 0.0], [0.0, 0.3, 0.3], [0.0, 0.0, -0.1], [0.0, 0.0, 0.0], [0.0, 0.0, 0.0], [0.0, 0.0, 0.0], [0.0, 0.0, 0.0], [0.0, 0.0, 0.0], [0.0, 0.0, 0.0], [0.0, 0.0, 0.0], [0.0, 0.0, 0.0]], "mulliken_charge": [1.647, 0.812, -0.304, -1.137, -0.269, -0.692, 1.596, -0.427, -0.703, -0.641, -0.850, -0.439, 0.634, -0.448, -0.759, -0.523, -0.673, -0.278, 0.590, -0.448, -0.843, -0.589, -0.830, -0.503, 0.905, -0.317, -0.810, -0.614, -0.905, 0.001, 0.660, 0.729, 0.452, 0.505, 0.435, 0.459, 0.294, 0.296, 0.433, 0.404, 0.437, 0.328, 0.325, 0.449, 0.418, 0.458, 0.451, 0.239, 0.455, 0.443, 0.490, 0.126, -0.515, -0.364, -0.519, -0.417, 0.011, -0.780, 0.388, 0.069, 0.271, 0.270, 0.547, 0.454, 0.176, 0.487, 0.204, 0.146, -0.431, -1.001, 0.126, -0.303, 1.061, 0.135, 0.501, 0.323, 0.387, 0.323, -0.315, 0.206, -0.907]}

---

Q: Which of these has the lowest charge?
A: C33H40N6ReS4SbSe

---

Q: Among the records above, which one has the lowest charge?
A: C33H40N6ReS4SbSe

---

Q: Which formula does entry 1 have?
A: C33H40N6ReS4SbSe